1.
{
  "formula": "C8H14O2",
  "method": "ωB97M-V/def2-TZVPD",
  "homo_lumo_gap_ev": 8.471,
  "e_homo_ev": -7.7,
  "lumo_ha": 0.029,
  "species": ["C", "C", "C", "C", "C", "C", "C", "C", "O", "O", "H", "H", "H", "H", "H", "H", "H", "H", "H", "H", "H", "H", "H", "H"],
  "coordinates": [[1.83643, -0.66886, -0.53568], [0.24960, 0.32841, 0.21951], [2.97199, -0.21731, 0.34038], [0.26039, 1.68673, -0.43333], [-2.26826, 0.25046, 0.65320], [-0.62437, -0.64872, -0.21048], [-2.69211, -0.10613, 1.86627], [-0.98575, -1.68304, -0.92399], [2.05082, -0.25199, -1.84302], [-2.98425, 1.07181, -0.17342], [1.33610, -0.57273, -2.40436], [-3.78037, 1.39925, 0.28167], [1.67113, -1.74842, -0.46296], [0.44571, 0.32081, 1.28871], [3.92033, -0.62238, -0.02616], [2.82777, -0.57003, 1.36085], [3.05723, 0.86922, 0.33804], [0.09431, 1.60996, -1.50549], [1.22091, 2.17448, -0.26927], [-0.54955, 2.27955, -0.00865], [-2.09625, -0.75979, 2.48598], [-3.66691, 0.19905, 2.24987], [-2.02464, -1.98151, -0.91566], [-0.27025, -2.35880, -1.37198]],
  "lowdin_charge": [-0.317, -0.246, -0.080, -0.052, -0.291, -0.155, -0.015, 0.052, -0.030, -0.021, 0.095, 0.101, 0.117, 0.134, 0.080, 0.081, 0.074, 0.088, 0.078, 0.078, 0.041, 0.048, 0.074, 0.064]
}



2.
{
  "formula": "C8H14O2P",
  "method": "ωB97M-V/def2-TZVPD",
  "charge": -1,
  "homo_lumo_gap_ev": [6.386, 6.383],
  "e_homo_ev": [-2.7, -2.7],
  "lumo_ha": [0.135, 0.135],
  "species": ["C", "C", "C", "C", "C", "C", "C", "C", "O", "O", "P", "H", "H", "H", "H", "H", "H", "H", "H", "H", "H", "H", "H", "H", "H"],
  "coordinates": [[-2.40655, -2.02722, 0.20736], [-2.55792, -0.96424, -0.60801], [2.18557, 0.12470, 1.06671], [1.89230, 1.49935, 0.39858], [1.98798, -0.82456, -0.12413], [0.36926, 1.48398, 0.27074], [0.53999, -0.75568, -0.62748], [-0.05510, 0.56205, -0.81152], [-3.66920, 1.44112, -1.09822], [-3.06141, 1.10797, 1.37539], [-2.91347, 0.68685, -0.06199], [-2.12042, -2.95696, -0.21096], [-2.87941, -1.93109, 1.12454], [-2.06163, -0.93355, -1.56669], [3.25537, 0.07355, 1.45873], [1.47148, -0.02457, 1.86030], [2.10861, 2.48194, 1.00927], [2.45554, 1.65137, -0.55605], [2.72514, -0.57784, -0.95010], [2.20160, -1.84356, 0.06952], [0.05858, 1.05707, 1.19203], [-0.11758, 2.44548, 0.10050], [0.61720, -1.21262, -1.62894], [-0.13557, -1.45033, -0.06017], [0.10966, 0.88678, -1.82940]],
  "lowdin_charge": [-0.078, -0.321, -0.208, -0.228, -0.228, -0.298, -0.301, -0.225, -0.404, -0.391, 0.523, 0.033, 0.018, 0.053, 0.109, 0.095, 0.118, 0.105, 0.117, 0.074, 0.078, 0.101, 0.102, 0.080, 0.074]
}



What F_max values result from the calculations? In sequence: 6.79 3.09 eV/Å.